1.
Formula: C28H65N11O3PS
Source: the OMol25 dataset
Level of theory: ωB97M-V with the def2-TZVPD basis set

Positions of all 109 atoms, in Å:
1 C -5.33095 1.93768 -0.71667
2 C -3.79146 1.30879 -0.84555
3 C -2.74847 2.26206 -0.00281
4 C -1.82073 1.48578 1.09357
5 C -2.99444 0.73982 2.03489
6 C -0.68655 0.45669 0.59190
7 N 0.24551 -0.05710 1.71162
8 C -0.32999 -1.12779 2.54566
9 C 0.65735 -2.18988 3.27597
10 C -0.31740 -3.10714 4.28119
11 S -0.27595 -4.93820 3.90594
12 O 0.61821 -5.61401 4.97246
13 O 0.04825 -5.31112 2.44080
14 O -1.88944 -5.52173 4.19140
15 C 0.92404 1.07113 2.41272
16 N 2.16369 0.68894 3.23550
17 C 1.33186 2.37827 1.54549
18 N 1.11001 2.30872 0.02626
19 C 0.50223 3.62739 -0.32625
20 C 1.44517 4.96744 -0.05069
21 N 2.92465 4.72695 0.01446
22 N 0.97630 5.77256 1.18078
23 N 1.24908 5.96549 -1.21569
24 C 0.47331 1.04435 -0.46584
25 C 1.51413 -0.17145 -0.87167
26 C 2.86087 -0.49018 -0.12772
27 N 3.83680 -1.07795 -1.18701
28 N 3.69449 0.53470 0.55292
29 N 2.65195 -1.72924 0.77457
30 P -0.44777 1.19225 -2.18801
31 C -0.82616 -0.49435 -2.95721
32 C -2.24755 -1.19432 -2.51721
33 C 0.74130 2.03377 -3.48397
34 C -0.12985 2.69426 -4.71335
35 H -5.94938 1.35188 0.09418
36 H -5.29476 3.10006 -0.52541
37 H -5.81651 1.78510 -1.79550
38 H -3.50631 1.45823 -1.99529
39 H -3.73374 0.16858 -0.59109
40 H -3.45007 2.99288 0.63263
41 H -2.17164 2.97760 -0.73905
42 H -1.43754 2.36038 1.81446
43 H -4.00376 1.34710 1.99384
44 H -2.62242 0.81449 3.16332
45 H -3.14010 -0.39586 1.71816
46 H -1.11121 -0.50621 0.08148
47 H -0.98710 -0.62227 3.40502
48 H -1.11736 -1.75114 1.90058
49 H 1.18797 -2.96979 2.57920
50 H 1.47745 -1.74309 3.98006
51 H -1.44319 -2.75252 4.11295
52 H -0.09751 -2.86467 5.42901
53 H -2.27326 -5.60679 3.24791
54 H 0.14801 1.43214 3.24959
55 H 2.58482 -0.20392 2.90944
56 H 1.93545 0.61418 4.25181
57 H 2.49871 2.59654 1.67538
58 H 0.79681 3.30291 2.05106
59 H 2.07052 2.31150 -0.43717
60 H -0.46337 3.80629 0.35413
61 H 0.14272 3.79372 -1.42146
62 H 3.27285 4.59889 0.99043
63 H 3.43468 5.48573 -0.49604
64 H 1.48640 5.40768 2.01466
65 H 1.15716 6.79143 1.04514
66 H 1.73087 5.61937 -2.07623
67 H 0.20827 5.98483 -1.42036
68 H 0.82701 -1.15135 -0.81341
69 H 1.77742 -0.10932 -2.03900
70 H 4.10886 -0.29446 -1.82900
71 H 3.30339 -1.80624 -1.74911
72 H 4.46822 0.14758 1.14114
73 H 4.07822 1.21607 -0.14924
74 H 2.31865 -2.54186 0.21129
75 H 3.61367 -1.94838 1.17391
76 H -0.00460 -1.32182 -2.86482
77 H -0.93299 -0.30248 -4.13307
78 H -2.34092 -2.18107 -3.18328
79 H -2.30128 -1.55576 -1.40734
80 H -3.15494 -0.51516 -2.85378
81 H 1.40828 1.14335 -3.89295
82 H 1.44915 2.79241 -2.92982
83 H -1.23667 2.91516 -4.32636
84 H 0.39947 3.68356 -5.10892
85 H -0.27473 1.93319 -5.61737
86 C -3.98566 1.04265 -7.17463
87 C -5.32497 1.48890 -6.60295
88 C -5.21710 2.75321 -5.75063
89 C -4.38357 2.54876 -4.55840
90 N -3.71228 2.38278 -3.62584
91 H -3.27501 0.79238 -6.38074
92 H -4.11721 0.15097 -7.79499
93 H -3.54420 1.82868 -7.79548
94 H -5.75696 0.67103 -6.01360
95 H -6.01369 1.68224 -7.43457
96 H -6.22254 3.05587 -5.43622
97 H -4.81159 3.57464 -6.35225
98 C 3.69945 -6.38482 4.92003
99 C 4.18633 -7.62787 4.18689
100 C 5.56317 -8.09597 4.65781
101 C 6.60994 -7.10201 4.38520
102 N 7.42888 -6.30544 4.17865
103 H 4.36491 -5.53287 4.74898
104 H 2.70287 -6.10317 4.56684
105 H 3.64165 -6.56440 5.99827
106 H 4.20296 -7.42825 3.10859
107 H 3.46387 -8.43678 4.35126
108 H 5.81508 -9.03057 4.14360
109 H 5.53352 -8.32121 5.72996

Forces on the atoms, in the same order (eV/Å):
C 0.474 -0.759 -0.994
C 0.036 1.256 -1.006
C -0.820 0.588 0.070
C -2.216 0.956 0.713
C 0.920 0.017 0.761
C 1.916 0.098 0.272
N -0.405 0.728 -1.066
C -1.276 -0.308 1.186
C 0.019 -1.617 0.823
C -1.243 2.292 0.103
S 2.498 -4.449 0.295
O -3.635 2.800 -3.661
O -1.438 2.083 4.656
O 1.938 1.317 -2.398
C -0.409 -0.089 2.598
N -1.348 -0.380 -0.249
C 1.611 0.279 1.890
N 1.271 0.713 -0.320
C -2.362 3.100 0.109
C 0.596 2.304 0.019
N -0.618 -0.412 -0.351
N 0.437 -1.357 -0.859
N -0.999 -1.866 0.617
C -1.463 -3.272 -1.387
C -0.911 -0.096 -0.437
C 2.495 -3.653 -0.675
N -1.506 0.502 -0.696
N -1.074 0.590 -0.443
N 1.268 1.573 0.214
P -1.181 1.829 -0.789
C -0.122 -1.927 -1.016
C -0.155 -0.609 -1.368
C 0.978 -1.290 -0.361
C -0.567 -0.019 0.083
H 1.109 1.427 -1.585
H -0.094 -2.439 -0.212
H 0.734 0.293 2.509
H -0.548 -0.687 3.102
H -0.217 2.284 -0.185
H 1.715 -1.558 -1.133
H -1.035 -1.675 1.363
H -0.210 -2.080 -1.660
H 2.103 -1.401 -0.163
H -0.899 -0.505 -2.361
H 0.146 2.513 0.770
H 0.507 2.006 0.877
H 1.254 -1.101 -1.404
H 1.874 1.333 1.243
H -1.100 1.917 1.025
H -1.722 -0.624 -1.558
H 2.311 -1.036 0.269
H -0.328 -1.243 -2.584
H 0.826 0.097 1.935
H 1.552 -0.250 -1.627
H -0.597 0.988 0.150
H 0.087 -0.055 -1.400
H -2.712 -0.988 -0.150
H 0.708 -1.947 -1.631
H -1.149 0.187 0.980
H 2.216 -0.620 -1.583
H 0.892 -1.183 1.884
H -0.423 0.482 -1.342
H -0.690 -0.911 1.013
H -0.602 0.755 -0.895
H 0.116 -1.370 0.024
H -0.642 0.166 0.967
H 1.680 0.137 0.186
H 1.658 2.204 0.061
H -0.508 0.289 2.686
H -0.342 -1.085 0.401
H 0.994 1.242 0.627
H -1.067 0.291 -1.109
H -0.231 -1.201 1.003
H 0.621 1.029 0.518
H -1.628 -0.025 -0.991
H -1.277 1.590 -0.180
H 0.330 -0.066 2.579
H 0.283 2.076 1.482
H 0.045 0.977 -2.048
H 1.953 -1.377 1.128
H -1.004 2.061 0.617
H -1.394 -1.353 -1.229
H 2.492 -0.207 -0.801
H -1.255 -2.227 0.831
H 0.589 1.631 2.014
C 0.063 -0.100 -0.061
C 0.072 -0.400 -0.260
C -0.388 0.013 -0.047
C 0.716 -0.013 0.906
N -0.846 0.531 -1.909
H -0.041 0.048 -0.045
H 0.062 0.146 0.065
H -0.014 -0.095 0.049
H -0.004 0.208 -0.036
H 0.046 0.064 0.255
H 0.226 0.044 0.130
H 0.084 -0.087 0.219
C -0.122 0.139 -0.138
C -0.349 0.233 -0.017
C -0.085 -0.324 -0.195
C 1.017 0.872 -0.080
N -1.157 -1.053 0.225
H 0.043 -0.102 0.052
H 0.270 -0.102 0.168
H -0.018 0.050 -0.090
H 0.081 -0.118 0.144
H 0.218 0.046 -0.057
H 0.164 0.173 0.096
H 0.131 0.149 -0.126

## Properties
HOMO-LUMO gap = 8.5 eV
highest occupied orbital energy = -10.6 eV
2S+1 = 1
net charge = +1
LUMO = -2.109 eV

***

2.
Formula: C28H66Cl2FN8O6P2S
Source: the OMol25 dataset
Level of theory: ωB97M-V with the def2-TZVPD basis set

Positions of all 114 atoms, in Å:
1 C 0.00857 4.14004 0.27400
2 C -0.09712 2.78390 -0.46041
3 C -0.74382 1.62195 0.33656
4 Cl -1.35875 2.21015 1.90244
5 N -1.73263 0.78603 -0.44101
6 C -1.41404 0.60126 -1.91616
7 C -0.03146 0.23299 -2.49062
8 C 1.27440 0.11700 -1.67592
9 C 2.16800 -0.97106 -2.33738
10 S 3.36029 -1.56148 -1.12986
11 O 4.06810 -2.67617 -1.65997
12 O 2.67408 -1.92682 0.08000
13 O 4.35707 -0.35794 -0.78313
14 C -1.98341 -0.52647 0.28219
15 Cl -0.78198 -1.77878 -0.08489
16 C -3.35003 -1.16322 -0.01550
17 N -4.52769 -0.37596 0.39171
18 C -5.63805 -0.46910 -0.56602
19 C -7.01846 -0.65625 0.11572
20 C -4.07402 1.00125 0.66105
21 C -5.23695 2.01636 0.72138
22 C -4.84487 3.13262 1.71823
23 C -4.95111 2.74209 3.16890
24 O -5.87932 3.65726 2.47332
25 C -3.11932 1.41704 -0.46530
26 F -3.00926 2.78241 -0.56867
27 H 0.53252 4.79028 -0.43608
28 H 0.64848 4.09673 1.15295
29 H -0.95826 4.60874 0.44236
30 H -0.63384 3.02640 -1.37957
31 H 0.92826 2.56885 -0.75684
32 H 0.05261 0.94039 0.62911
33 H -2.13261 -0.14099 -2.26717
34 H -1.75742 1.52092 -2.39124
35 H 0.18962 0.93384 -3.30226
36 H -0.13569 -0.71160 -3.03004
37 H 1.86780 1.03031 -1.77682
38 H 1.20511 -0.17613 -0.63053
39 H 2.71504 -0.57060 -3.19196
40 H 1.60103 -1.86734 -2.59071
41 H 3.79672 0.33031 -0.38881
42 H -1.91374 -0.38990 1.36072
43 H -3.36598 -1.49361 -1.06551
44 H -3.35268 -2.09600 0.56203
45 H -5.48168 -1.39759 -1.12387
46 H -5.65783 0.31961 -1.33115
47 H -6.94911 -0.46664 1.18563
48 H -7.74724 0.00274 -0.35824
49 H -7.35257 -1.68483 -0.02135
50 H -3.66528 1.00481 1.67087
51 H -6.11397 1.60685 1.21699
52 H -5.42693 2.51032 -0.23228
53 H -4.01924 3.78874 1.44566
54 H -4.33402 3.28233 3.87611
55 H -5.65543 1.96864 3.44580
56 H -3.63554 1.13705 -1.38736
57 O -3.43653 -2.96125 2.92227
58 P -4.01417 -3.20781 4.29815
59 N -4.55077 -1.61977 4.64555
60 C -4.51049 -0.94566 5.92351
61 C -5.74137 -1.24497 3.89778
62 N -2.51334 -3.59465 5.08570
63 C -1.57224 -2.53078 5.40639
64 C -1.81791 -4.68570 4.40529
65 N -4.95175 -3.96249 5.61145
66 C -4.37399 -4.24251 6.91586
67 C -5.70052 -5.14939 5.14930
68 H -5.29839 -1.28436 6.61220
69 H -4.64532 0.12865 5.77259
70 H -3.54926 -1.05280 6.41904
71 H -6.65453 -1.65131 4.35783
72 H -5.68321 -1.61695 2.87275
73 H -5.83472 -0.15981 3.83652
74 H -1.43500 -1.81841 4.58187
75 H -0.59683 -2.95094 5.65461
76 H -1.88425 -1.98635 6.29832
77 H -1.30609 -4.34882 3.49736
78 H -2.52148 -5.47274 4.11773
79 H -1.08503 -5.13871 5.07536
80 H -3.65581 -5.06649 6.90162
81 H -5.18921 -4.51025 7.59391
82 H -3.88975 -3.36734 7.34242
83 H -5.03692 -5.99649 4.94080
84 H -6.24753 -4.91575 4.23065
85 H -6.43665 -5.45873 5.89189
86 O 6.65349 3.65176 -4.77900
87 P 7.17181 2.25227 -5.00491
88 N 6.22302 1.43232 -3.83258
89 C 6.63458 0.32893 -2.99160
90 C 4.83233 1.29209 -4.21313
91 N 8.79971 2.53547 -4.46457
92 C 9.07387 2.66467 -3.03923
93 C 9.41974 3.64055 -5.19312
94 N 7.66167 0.76047 -5.84822
95 C 8.91250 0.07959 -5.55970
96 C 7.49896 0.87238 -7.31114
97 H 6.66492 -0.63212 -3.52860
98 H 5.92640 0.22525 -2.16800
99 H 7.60378 0.49429 -2.52881
100 H 4.68236 0.45024 -4.91016
101 H 4.47143 2.20141 -4.69892
102 H 4.20568 1.13257 -3.32897
103 H 8.34897 3.30410 -2.52116
104 H 10.06791 3.08567 -2.88269
105 H 9.09758 1.68764 -2.55455
106 H 9.08140 4.61691 -4.83139
107 H 9.18340 3.58130 -6.25982
108 H 10.50641 3.58713 -5.10083
109 H 9.79085 0.62091 -5.92174
110 H 8.88614 -0.89796 -6.05025
111 H 9.03604 -0.11021 -4.49627
112 H 8.24445 1.54180 -7.75671
113 H 6.50678 1.26673 -7.55139
114 H 7.58048 -0.10527 -7.78835

Forces on the atoms, in the same order (eV/Å):
C 0.399 0.029 -0.881
C -0.279 1.121 0.035
C 1.549 0.690 0.070
Cl -0.276 -0.470 -0.171
N -0.898 -0.113 0.209
C 0.048 0.147 -0.821
C 0.595 -0.126 -0.098
C 0.845 -0.419 -0.757
C 0.187 0.797 0.797
S -0.166 -2.848 1.143
O 0.853 0.971 -1.115
O -0.769 1.395 0.077
O -0.803 -0.117 -0.606
C -0.486 -1.435 0.488
Cl 0.087 0.375 -0.076
C -0.184 -0.723 0.087
N 0.789 0.838 -0.675
C -0.361 -1.190 0.019
C 0.356 0.240 -0.418
C -1.075 -0.153 0.303
C 1.024 1.331 0.943
C 0.134 -1.825 0.598
C -1.369 1.606 -1.189
O 0.369 0.883 -0.084
C -1.427 0.894 0.216
F 0.756 -0.150 0.099
H -0.057 0.017 0.121
H -0.348 -0.020 0.191
H 0.043 -0.160 0.365
H -0.106 -0.388 0.075
H -0.184 -0.580 0.090
H -0.243 -0.200 -0.131
H 0.088 -0.121 0.337
H 0.193 0.092 0.249
H -0.223 0.163 0.197
H -0.307 -0.048 0.326
H -0.293 0.128 0.305
H -0.434 0.188 -0.064
H -0.058 -0.286 -0.080
H 0.181 -0.040 -0.015
H 0.348 0.127 0.259
H 0.133 0.548 -0.153
H -0.120 0.318 -0.001
H 0.162 0.118 0.037
H 0.154 0.176 -0.072
H 0.066 0.161 0.258
H -0.106 0.117 -0.084
H -0.109 -0.030 0.270
H -0.047 0.069 0.088
H 0.448 0.009 -0.266
H -0.130 -0.362 -0.634
H -0.452 -0.438 -0.103
H -0.219 0.135 0.028
H -0.030 -0.394 0.248
H 1.052 -0.776 0.369
H 0.433 -0.446 -0.015
O -2.680 -2.021 -1.099
P 4.127 3.395 3.491
N 0.403 0.579 -0.517
C -0.211 -0.402 0.541
C -0.088 -0.423 -0.287
N 0.269 0.353 0.594
C -0.138 0.255 -0.009
C -0.279 -0.171 -0.104
N -1.574 -1.666 -2.494
C 0.640 0.069 0.168
C -0.232 0.180 -0.149
H 0.015 0.013 0.011
H -0.086 -0.046 -0.159
H -0.049 -0.151 -0.029
H -0.044 0.142 0.028
H 0.086 -0.017 0.024
H 0.042 0.019 0.130
H 0.056 0.033 0.012
H -0.044 -0.155 -0.120
H -0.018 0.056 -0.085
H -0.033 -0.042 -0.039
H 0.013 0.021 -0.020
H -0.028 0.084 0.077
H 0.019 0.018 0.015
H -0.174 0.026 -0.223
H 0.077 0.002 -0.133
H -0.074 -0.086 0.088
H 0.043 -0.002 0.013
H 0.055 0.053 0.056
O -1.303 -0.633 -3.348
P 2.959 -0.667 5.531
N -0.252 0.397 0.555
C 0.326 -0.472 -0.329
C -0.006 0.287 -0.388
N 0.364 -0.450 0.522
C -0.243 -0.094 0.169
C -0.163 -0.024 -0.293
N -1.611 1.284 -2.629
C 0.458 0.199 0.389
C -0.306 -0.031 0.023
H 0.015 0.000 0.014
H 0.081 0.094 -0.245
H 0.030 0.039 -0.177
H -0.097 -0.069 0.103
H 0.073 0.011 0.008
H 0.111 -0.036 0.070
H 0.027 0.020 0.051
H -0.017 0.090 -0.182
H -0.076 0.046 0.015
H -0.031 0.014 -0.066
H -0.015 0.022 0.022
H -0.017 -0.097 0.073
H 0.011 0.001 0.033
H -0.243 0.073 -0.101
H -0.021 0.155 0.016
H 0.036 -0.102 -0.096
H 0.042 0.024 0.018
H 0.045 -0.019 0.080

## Properties
HOMO-LUMO gap = 7.4 eV
highest occupied orbital energy = -9.7 eV
2S+1 = 1
net charge = +1
LUMO = -2.318 eV

***

no.,electronic energy (hartree)
1,-2672.78488
2,-4096.61317